1.
Here is a structure of composition C4H4 at a distorted geometry from the OMol25 dataset. Energies are from ωB97M-V/def2-TZVPD.

XYZ file:
```
8
C4H4 | the OMol25 dataset | ωB97M-V/def2-TZVPD
C -0.61294 0.62990 0.32757
C 0.49055 1.06727 0.16811
C 0.23842 -0.59175 -0.81403
C -0.20102 -1.02143 0.23295
H -1.62852 0.16973 0.65469
H 1.58866 1.24236 -0.06052
H 0.58636 -0.26268 -1.81419
H -0.46150 -1.23340 1.30543
```

Its energy above the lowest of the compared OMol25 structures with the same formula, charge and spin is 190.85 kcal per mole. Its charge is 0. As for the energy: -4201.883 eV. The value obtained for the max |F| is 10.3 eV Å⁻¹. The value obtained for the highest occupied orbital energy is -6.0 eV.

---

2.
Here is a cluster of 15 separate species, C4H40N2O15 in total at a distorted geometry from the OMol25 dataset. Energies are from ωB97M-V/def2-TZVPD.

XYZ file:
```
61
C4H40N2O15 | the OMol25 dataset | ωB97M-V/def2-TZVPD
N -1.41238 -2.96906 0.81744
C -0.72324 -2.41360 -0.43269
C -1.00300 -0.96832 -0.71666
C 0.07583 -0.09566 -1.25860
O 0.97094 0.44893 -0.33609
C -1.02790 -3.22704 -1.71991
N -0.37652 -2.85620 -3.00433
H -1.44573 -3.97537 0.61464
H -2.29342 -2.53562 0.96923
H 0.36213 -2.51052 -0.00304
H -1.45541 -0.51743 0.22829
H -2.00144 -0.83264 -1.34244
H -0.26605 0.83284 -1.78416
H 0.62477 -0.69057 -2.08125
H 1.91790 0.12853 -0.19709
H -2.14258 -2.98309 -2.13423
H -0.86179 -4.36271 -1.53858
H 0.60120 -2.54665 -3.03142
H -0.80764 -2.20443 -3.54864
H 0.04968 -3.72346 3.25921
H -0.73936 -2.65098 2.69257
O -0.36862 -2.94449 3.56006
H 1.78415 -1.42402 2.79058
H 1.86625 0.28431 2.47308
O 2.19127 -0.66253 2.33199
H -2.79079 3.52791 1.08038
H -1.48424 3.87052 1.73547
O -1.89689 3.57254 0.90841
H 2.83248 -0.10261 -2.98406
H 2.89689 1.44007 -2.73057
O 2.34230 0.72622 -3.13468
H 0.43019 1.62949 0.66291
H 0.32953 2.96668 1.36901
O 0.69682 2.11758 1.53410
H 0.94524 1.86509 -3.08404
H -0.16507 2.46179 -3.59376
O 0.62974 2.76638 -3.11233
H -3.47906 0.30357 1.63691
H -4.41446 -0.99873 1.85732
O -3.51086 -0.62365 1.48800
H 2.47812 2.25808 3.40446
H 1.20885 1.47224 3.49464
O 2.05601 1.59741 3.97370
H 4.67015 0.25044 0.60437
H 3.44020 -0.33084 1.27366
O 3.98944 -0.53738 0.44394
H -1.79030 1.32882 2.09558
H -1.69339 0.91817 3.30415
O -2.33752 1.39778 2.85899
H -2.38821 0.24737 -3.82538
H -2.99778 0.48302 -2.37039
O -2.27545 0.20187 -2.93025
H 2.29320 -2.42648 -0.98717
H 3.37321 -1.36303 -0.96794
O 2.60698 -1.65944 -1.44363
H -2.81714 1.73718 -0.07986
H -3.82884 0.69400 0.18938
O -3.78114 1.48341 -0.16729
H 2.18413 1.68576 -0.69765
H 2.03037 3.19728 -1.10408
O 2.70401 2.56543 -0.67174
```

Its energy above the lowest of the compared OMol25 structures with the same formula, charge and spin is 161.38 kcal per mole. Its charge is 0. As for the energy: -38486.517 eV. The value obtained for the max |F| is 7.8 eV Å⁻¹. The value obtained for the highest occupied orbital energy is -9.1 eV.